Record 1
# C3H9IN3

An isolated ion of composition C3H9IN3 and charge +1 in a non-equilibrium geometry (ωB97M-V/def2-TZVPD, OMol25).

Properties
**Energy above the lowest of the compared OMol25 structures with the same formula, charge and spin**: 5.005 eV
**HOMO-LUMO gap (spin up / spin down)**: 8.05 / 7.01 eV
**HOMO energy (spin up / spin down)**: -0.4936 / -0.4522 Ha

```
! wB97M-V def2-TZVPD RIJCOSX def2/J DEFGRID3
* xyz 1 1
C 0.519 -0.659 -0.044
C -1.859 -0.684 0.438
C -0.561 1.389 -0.431
N 0.710 -1.901 -0.222
N -0.547 -0.019 -0.097
N 2.583 1.732 0.822
I 2.992 -0.046 0.036
H -2.514 0.040 0.834
H -2.402 -1.219 -0.463
H -1.661 -1.430 1.256
H 0.313 1.875 -0.073
H -0.554 1.595 -1.583
H -1.377 1.903 -0.049
H 0.084 -2.590 -0.616
H 1.550 -2.461 0.101
H 2.723 2.473 0.091
*
```


Record 2
# C4H9BO2

One molecule with the formula C4H9BO2 in a non-equilibrium geometry (ωB97M-V/def2-TZVPD, OMol25).

Properties
**Structure (SMILES)**: C=CB(O)[C@H](C)O
**Energy above the lowest of the compared OMol25 structures with the same formula, charge and spin**: 3.583 eV
**HOMO-LUMO gap**: 9.68 eV
**HOMO energy**: -0.3339 Ha

```
! wB97M-V def2-TZVPD RIJCOSX def2/J DEFGRID3
* xyz 0 1
C 0.498 -2.363 -0.507
C 0.919 -1.269 -1.051
B 0.616 0.285 -0.905
O 1.601 1.067 -1.438
C -0.738 1.310 -0.131
C -0.679 1.375 1.388
O -2.014 1.071 -0.643
H 0.549 -3.441 -0.783
H -0.230 -2.288 0.373
H 1.410 -1.412 -1.994
H 2.187 0.599 -1.958
H -0.597 2.417 -0.500
H 0.123 2.148 1.676
H -1.684 1.608 1.978
H -0.437 0.430 1.820
H -2.404 0.274 -0.148
*
```


Record 3
# C6H13BrSSi

C6H13BrSSi as an isolated structure in a non-equilibrium geometry (ωB97M-V/def2-TZVPD, OMol25).

Properties
**Energy above the lowest of the compared OMol25 structures with the same formula, charge and spin**: 0.000 eV
**HOMO-LUMO gap**: 9.78 eV
**HOMO energy**: -0.3356 Ha

```
! wB97M-V def2-TZVPD RIJCOSX def2/J DEFGRID3
* xyz 0 1
C 0.869 0.645 1.620
C -0.542 0.098 1.372
C 1.552 -0.265 -0.524
C 1.684 0.970 0.449
C -2.636 0.471 -1.407
C -1.308 -1.087 -1.427
Si -0.141 -1.181 -0.064
S 3.390 1.360 1.127
Br -2.591 -2.516 -1.340
H 0.906 1.650 2.149
H 1.394 0.027 2.329
H -1.220 -0.321 2.147
H -1.254 0.836 1.051
H 1.601 0.029 -1.580
H 2.411 -0.941 -0.475
H 1.345 1.921 -0.093
H -2.182 1.397 -1.156
H -3.100 0.331 -2.349
H -3.121 0.127 -0.497
H -1.090 -1.143 -2.460
H 0.023 -2.630 0.085
H 4.009 0.222 1.044
*
```


Record 4
# C29H29F5N3O

C29H29F5N3O as an isolated structure in a non-equilibrium geometry (ωB97M-V/def2-TZVPD, OMol25).

Properties
**Energy above the lowest of the compared OMol25 structures with the same formula, charge and spin**: 0.437 eV
**HOMO-LUMO gap**: 7.97 eV
**HOMO energy**: -0.4187 Ha

```
! wB97M-V def2-TZVPD RIJCOSX def2/J DEFGRID3
* xyz 1 1
C 2.140 -4.977 1.854
N 1.925 -3.571 1.605
C 2.964 -2.697 1.686
O 4.123 -2.971 1.995
C 2.413 -1.310 1.345
C 3.122 -0.734 0.115
C 4.602 -0.618 0.309
C 5.497 -1.498 -0.303
F 5.013 -2.464 -1.131
C 6.866 -1.450 -0.062
F 7.697 -2.334 -0.640
C 7.369 -0.463 0.787
F 8.693 -0.391 1.027
C 6.507 0.469 1.369
F 6.995 1.443 2.159
C 5.143 0.382 1.118
F 4.306 1.289 1.696
N 0.967 -1.553 1.138
C 0.120 -0.501 0.921
C -1.188 -0.553 0.469
C -2.094 0.582 0.299
C -3.567 0.330 0.452
C -4.478 1.339 0.853
C -5.850 1.152 0.683
C -6.342 -0.102 0.262
C -5.458 -1.176 0.152
C -4.084 -0.959 0.231
C 0.629 -2.986 1.241
C 0.182 -3.529 -0.122
C -0.369 -3.312 2.359
H 3.200 -5.144 1.980
H 1.621 -5.295 2.755
H 1.778 -5.570 1.018
H 2.555 -0.636 2.213
H 2.925 -1.410 -0.732
H 2.684 0.258 -0.104
H 0.604 0.471 0.997
H -1.571 -1.575 0.308
H -1.710 1.498 0.786
H -4.120 2.280 1.311
H -6.535 1.986 0.913
H -7.418 -0.269 0.170
H -5.818 -2.194 0.027
H -3.422 -1.817 0.105
H 1.014 -3.424 -0.832
H -0.097 -4.582 -0.021
H -0.669 -2.968 -0.509
H 0.113 -3.155 3.335
H -1.269 -2.695 2.296
H -0.649 -4.368 2.283
C -1.682 6.196 -3.823
C -2.592 5.227 -4.289
C -2.917 4.139 -3.477
C -2.408 4.029 -2.178
C -2.944 2.893 -1.318
N -2.029 1.724 -1.198
C -1.550 5.025 -1.690
C -1.214 6.122 -2.497
H -1.386 7.034 -4.476
H -3.018 5.301 -5.290
H -3.530 3.317 -3.853
H -3.194 3.250 -0.308
H -3.847 2.501 -1.799
H -1.064 2.047 -1.079
H -2.028 1.148 -2.064
H -1.097 4.909 -0.706
H -0.559 6.907 -2.117
*
```